Entry 1
Entry from the OMol25 dataset: 2 unconnected molecules or ions with the total composition C3H6NO2 (ωB97M-V/def2-TZVPD).

Atoms and positions in Å:
O (-1.55, 0.87, -0.77)
C (-1.01, 1.09, -1.88)
O (0.11, 0.74, -2.29)
H (-1.65, 1.70, -2.58)
C (-0.38, -0.80, 1.40)
C (1.68, -0.30, 0.44)
N (1.06, -1.01, 1.28)
H (-0.86, -1.52, 0.74)
H (-0.67, 0.20, 1.07)
H (-0.65, -0.99, 2.44)
H (2.69, -0.58, 0.17)
H (1.23, 0.59, -0.02)

Output
- multiplicity = 1
- net charge = -1
- frontier orbital gap (eV) = 8.50
- highest occupied orbital energy (eV) = -4.07
- molar mass (Da) = 88.1

=====

Entry 2
Entry from the OMol25 dataset: 2 unconnected molecules or ions with the total composition C3H6NO2 (ωB97M-V/def2-TZVPD).

Atoms and positions in Å:
C (1.79, -0.85, -1.68)
C (0.46, -0.68, -1.63)
N (-0.37, -0.80, -0.54)
H (2.39, -1.05, -0.81)
H (2.23, -0.58, -2.63)
H (-0.03, -0.26, -2.51)
H (0.18, -0.90, 0.31)
H (-1.02, -0.04, -0.35)
O (-1.52, 0.91, 1.28)
C (-1.42, 1.29, 2.49)
O (-2.25, 1.18, 3.40)
H (-0.42, 1.77, 2.67)

Output
- multiplicity = 1
- net charge = -1
- frontier orbital gap (eV) = 8.25
- highest occupied orbital energy (eV) = -4.32
- molar mass (Da) = 88.1

=====

Entry 3
Entry from the OMol25 dataset: a gas-phase ion, C3H6NO2 (charge -1) (ωB97M-V/def2-TZVPD).

Atoms and positions in Å:
C (1.34, 0.53, 0.15)
C (0.52, -0.68, -0.39)
N (-0.81, -0.77, 0.27)
C (-1.81, 0.28, -0.09)
O (-1.68, 0.74, -1.28)
O (-2.49, 0.60, 0.88)
H (2.12, 0.70, -0.65)
H (0.61, 1.38, 0.30)
H (1.82, 0.30, 1.26)
H (0.32, -0.52, -1.51)
H (1.04, -1.68, -0.23)
H (-0.98, -0.87, 1.29)

Output
- multiplicity = 1
- net charge = -1
- frontier orbital gap (eV) = 8.27
- SMILES = CCNC(=O)[O-]
- highest occupied orbital energy (eV) = -3.95
- molar mass (Da) = 88.1

=====

Entry 4
Entry from the OMol25 dataset: a gas-phase ion, C3H6NO2 (charge -1) (ωB97M-V/def2-TZVPD).

Atoms and positions in Å:
O (-1.02, 2.56, 0.43)
C (-0.64, 1.83, -0.54)
C (0.29, 0.46, -0.63)
N (-0.14, -0.82, -0.31)
C (0.39, -1.56, 0.96)
O (0.42, -0.72, 2.06)
H (-0.78, 2.37, -1.50)
H (0.60, 0.53, -1.69)
H (1.19, 0.75, -0.19)
H (-1.12, -0.74, -0.19)
H (-0.43, -2.55, 1.05)
H (1.25, -2.11, 0.55)

Output
- multiplicity = 1
- net charge = -1
- frontier orbital gap (eV) = 6.72
- SMILES = O=CCNC[O-]
- highest occupied orbital energy (eV) = -2.73
- molar mass (Da) = 88.1

=====

Out of the structures above, which one is the least stable? Solution: entry 4.